Record 1
{"formula": "C52H130O26", "method": "ωB97M-V with the def2-TZVPD basis set", "species": ["C", "O", "C", "C", "O", "C", "H", "H", "H", "H", "H", "H", "H", "H", "H", "H", "C", "O", "C", "C", "O", "C", "H", "H", "H", "H", "H", "H", "H", "H", "H", "H", "C", "O", "C", "C", "O", "C", "H", "H", "H", "H", "H", "H", "H", "H", "H", "H", "C", "O", "C", "C", "O", "C", "H", "H", "H", "H", "H", "H", "H", "H", "H", "H", "C", "O", "C", "C", "O", "C", "H", "H", "H", "H", "H", "H", "H", "H", "H", "H", "C", "O", "C", "C", "O", "C", "H", "H", "H", "H", "H", "H", "H", "H", "H", "H", "C", "O", "C", "C", "O", "C", "H", "H", "H", "H", "H", "H", "H", "H", "H", "H", "C", "O", "C", "C", "O", "C", "H", "H", "H", "H", "H", "H", "H", "H", "H", "H", "C", "O", "C", "C", "O", "C", "H", "H", "H", "H", "H", "H", "H", "H", "H", "H", "C", "O", "C", "C", "O", "C", "H", "H", "H", "H", "H", "H", "H", "H", "H", "H", "C", "O", "C", "C", "O", "C", "H", "H", "H", "H", "H", "H", "H", "H", "H", "H", "C", "O", "C", "C", "O", "C", "H", "H", "H", "H", "H", "H", "H", "H", "H", "H", "C", "O", "C", "C", "O", "C", "H", "H", "H", "H", "H", "H", "H", "H", "H", "H"], "xyz": [[2.11, 5.62, 1.32], [2.26, 5.50, 2.76], [2.72, 4.18, 3.20], [2.56, 4.08, 4.74], [1.22, 4.00, 5.08], [0.68, 5.31, 5.36], [1.73, 6.60, 1.04], [1.45, 4.90, 0.84], [3.05, 5.62, 0.79], [3.80, 4.05, 3.05], [2.07, 3.44, 2.75], [3.11, 4.89, 5.22], [2.99, 3.16, 5.12], [-0.40, 5.36, 5.30], [1.06, 6.00, 4.61], [1.05, 5.69, 6.31], [0.41, 0.67, -0.06], [0.05, -0.09, 1.11], [0.12, -1.56, 0.95], [-1.08, -2.10, 0.20], [-0.94, -1.78, -1.20], [-2.13, -2.06, -1.99], [-0.41, 0.69, -0.78], [1.38, 0.36, -0.46], [0.47, 1.69, 0.33], [0.05, -1.98, 1.96], [1.11, -1.92, 0.68], [-2.01, -1.63, 0.53], [-1.23, -3.17, 0.35], [-1.79, -1.85, -3.01], [-2.94, -1.35, -1.81], [-2.41, -3.10, -1.84], [-1.80, 4.59, -1.24], [-2.04, 5.93, -1.64], [-2.40, 6.82, -0.64], [-2.78, 8.21, -1.15], [-3.52, 8.98, -0.27], [-4.27, 10.05, -0.87], [-1.62, 3.99, -2.13], [-2.65, 4.20, -0.67], [-0.95, 4.54, -0.56], [-1.66, 6.99, 0.14], [-3.22, 6.38, -0.06], [-3.34, 8.10, -2.07], [-1.90, 8.80, -1.41], [-4.78, 10.55, -0.04], [-4.95, 9.68, -1.63], [-3.59, 10.73, -1.39], [-4.26, -5.56, -5.52], [-3.50, -4.64, -4.76], [-3.91, -3.28, -4.97], [-5.20, -2.87, -4.24], [-5.16, -3.11, -2.80], [-6.27, -2.46, -2.22], [-5.33, -5.51, -5.34], [-3.93, -6.57, -5.27], [-4.03, -5.36, -6.57], [-3.96, -3.14, -6.05], [-3.15, -2.57, -4.64], [-6.05, -3.40, -4.66], [-5.23, -1.81, -4.49], [-6.24, -2.53, -1.13], [-7.22, -2.94, -2.48], [-6.23, -1.41, -2.49], [1.71, -4.44, -1.43], [1.57, -4.62, -2.81], [0.32, -5.09, -3.27], [0.29, -5.16, -4.83], [1.27, -6.09, -5.31], [2.52, -5.55, -5.85], [0.91, -3.88, -0.96], [2.62, -3.87, -1.22], [1.75, -5.38, -0.86], [-0.48, -4.51, -2.81], [0.17, -6.07, -2.83], [0.31, -4.13, -5.17], [-0.67, -5.57, -5.15], [3.14, -6.43, -6.07], [3.16, -4.93, -5.23], [2.32, -5.04, -6.79], [-2.64, 4.65, 3.01], [-3.09, 3.72, 2.14], [-2.54, 2.46, 2.43], [-3.04, 1.32, 1.55], [-4.44, 1.12, 1.58], [-4.93, 0.23, 0.59], [-2.81, 4.49, 4.07], [-3.05, 5.62, 2.70], [-1.61, 4.95, 2.81], [-2.73, 2.29, 3.49], [-1.45, 2.51, 2.34], [-2.59, 0.41, 1.93], [-2.68, 1.49, 0.53], [-6.00, 0.13, 0.74], [-4.48, -0.77, 0.61], [-4.80, 0.53, -0.45], [6.44, 0.33, -1.48], [7.79, 0.60, -1.22], [8.56, 1.04, -2.36], [9.96, 1.62, -1.98], [9.75, 2.76, -1.12], [10.97, 3.36, -0.62], [5.84, 0.13, -0.59], [6.46, -0.63, -1.99], [5.92, 1.08, -2.07], [7.99, 1.75, -2.95], [8.72, 0.12, -2.91], [10.52, 1.97, -2.85], [10.49, 0.78, -1.53], [11.67, 3.68, -1.39], [11.40, 2.64, 0.08], [10.77, 4.27, -0.05], [-2.92, 1.68, -3.34], [-3.79, 1.34, -4.43], [-5.16, 1.68, -4.31], [-5.52, 3.12, -4.73], [-4.77, 4.21, -4.10], [-5.28, 4.42, -2.76], [-3.06, 2.71, -3.02], [-1.90, 1.50, -3.69], [-3.23, 1.08, -2.49], [-5.57, 1.47, -3.32], [-5.68, 1.02, -5.01], [-6.59, 3.26, -4.57], [-5.48, 3.18, -5.82], [-5.16, 3.52, -2.17], [-6.30, 4.79, -2.78], [-4.75, 5.24, -2.26], [5.72, -0.93, 6.06], [4.31, -1.16, 6.05], [3.68, -1.59, 4.88], [3.63, -0.58, 3.70], [4.95, -0.24, 3.30], [4.84, 0.77, 2.32], [6.06, -0.02, 5.56], [6.16, -1.81, 5.60], [5.97, -0.83, 7.12], [2.65, -1.74, 5.18], [4.13, -2.54, 4.62], [3.07, 0.30, 4.02], [3.00, -1.05, 2.95], [4.80, 1.74, 2.83], [4.12, 0.62, 1.52], [5.85, 0.81, 1.90], [1.93, 0.73, 6.86], [1.05, 0.00, 5.97], [0.16, 0.83, 5.23], [-0.63, -0.18, 4.29], [-1.77, -0.68, 4.98], [-1.46, -1.75, 5.93], [2.78, 1.06, 6.26], [2.18, 0.01, 7.64], [1.44, 1.58, 7.34], [0.68, 1.51, 4.57], [-0.49, 1.34, 5.94], [0.01, -1.02, 4.02], [-0.95, 0.32, 3.37], [-0.96, -2.58, 5.44], [-2.41, -2.12, 6.30], [-0.86, -1.40, 6.78], [-2.95, -6.24, -0.87], [-3.55, -5.98, 0.39], [-3.91, -4.60, 0.57], [-4.75, -4.34, 1.84], [-4.98, -2.98, 2.15], [-4.02, -2.55, 3.15], [-3.79, -6.80, -1.28], [-2.16, -6.98, -0.80], [-2.69, -5.42, -1.54], [-4.33, -4.14, -0.33], [-3.01, -4.06, 0.86], [-4.36, -4.97, 2.64], [-5.73, -4.75, 1.60], [-3.03, -2.91, 2.89], [-4.36, -2.93, 4.12], [-3.97, -1.47, 3.21], [2.45, 3.44, -6.09], [2.28, 2.61, -4.91], [1.44, 1.49, -5.13], [1.55, 0.39, -4.05], [2.70, -0.45, -4.02], [2.95, -1.23, -2.81], [3.27, 4.14, -5.91], [1.49, 3.91, -6.31], [2.72, 2.86, -6.97], [1.63, 1.01, -6.09], [0.39, 1.77, -5.20], [0.70, -0.27, -4.19], [1.40, 0.84, -3.07], [2.77, -0.62, -1.93], [3.95, -1.68, -2.85], [2.25, -2.06, -2.86], [-0.97, -6.28, 1.94], [0.30, -5.67, 1.91], [0.82, -5.27, 3.23], [2.20, -4.76, 3.21], [2.39, -3.55, 2.48], [3.67, -3.48, 1.90], [-1.11, -6.90, 1.06], [-1.57, -5.38, 2.11], [-1.04, -6.97, 2.78], [0.68, -6.07, 3.95], [0.27, -4.39, 3.55], [2.78, -5.59, 2.79], [2.54, -4.68, 4.24], [3.56, -2.74, 1.10], [4.16, -4.33, 1.42], [4.33, -3.03, 2.64]], "lowdin_charge": [-0.091, -0.205, -0.157, -0.228, -0.192, -0.075, 0.080, 0.069, 0.081, 0.113, 0.118, 0.129, 0.108, 0.080, 0.074, 0.087, -0.073, -0.217, -0.139, -0.186, -0.211, -0.068, 0.073, 0.067, 0.075, 0.100, 0.111, 0.112, 0.103, 0.079, 0.076, 0.068, -0.079, -0.175, -0.224, -0.228, -0.191, -0.080, 0.080, 0.079, 0.078, 0.122, 0.121, 0.119, 0.127, 0.090, 0.083, 0.083, -0.106, -0.199, -0.183, -0.174, -0.190, -0.107, 0.083, 0.091, 0.087, 0.124, 0.104, 0.117, 0.114, 0.081, 0.090, 0.079, -0.106, -0.190, -0.183, -0.166, -0.182, -0.080, 0.071, 0.078, 0.090, 0.102, 0.118, 0.121, 0.110, 0.079, 0.078, 0.078, -0.166, -0.160, -0.189, -0.185, -0.158, -0.104, 0.097, 0.090, 0.082, 0.127, 0.120, 0.100, 0.118, 0.095, 0.064, 0.064, -0.121, -0.196, -0.172, -0.178, -0.196, -0.099, 0.068, 0.080, 0.091, 0.119, 0.119, 0.120, 0.119, 0.079, 0.084, 0.081, -0.071, -0.187, -0.208, -0.174, -0.181, -0.089, 0.052, 0.087, 0.068, 0.106, 0.118, 0.113, 0.119, 0.078, 0.087, 0.078, -0.074, -0.200, -0.204, -0.195, -0.172, -0.099, 0.079, 0.088, 0.086, 0.118, 0.108, 0.111, 0.106, 0.078, 0.089, 0.086, -0.075, -0.237, -0.157, -0.163, -0.203, -0.070, 0.067, 0.092, 0.087, 0.103, 0.129, 0.105, 0.082, 0.075, 0.082, 0.080, -0.095, -0.196, -0.188, -0.216, -0.180, -0.074, 0.091, 0.074, 0.076, 0.116, 0.079, 0.126, 0.122, 0.077, 0.092, 0.079, -0.082, -0.181, -0.209, -0.192, -0.192, -0.056, 0.086, 0.084, 0.079, 0.119, 0.112, 0.115, 0.108, 0.066, 0.086, 0.068, -0.091, -0.201, -0.177, -0.215, -0.181, -0.108, 0.079, 0.082, 0.087, 0.130, 0.115, 0.127, 0.129, 0.081, 0.098, 0.069], "gap_ev": 9.830, "e_homo_ev": -9.2268, "de_lowest_kj_mol": 284.31, "lumo_energy_ha": 0.0222, "total_energy_ev": -109247.0601}

Record 2
{"formula": "C52H138F3N12O14Zn", "method": "ωB97M-V with the def2-TZVPD basis set", "species": ["Zn", "C", "O", "O", "C", "F", "F", "F", "C", "C", "H", "H", "H", "H", "H", "H", "C", "C", "C", "O", "C", "N", "H", "H", "H", "H", "H", "H", "H", "H", "H", "H", "H", "C", "C", "C", "O", "C", "N", "H", "H", "H", "H", "H", "H", "H", "H", "H", "H", "H", "C", "C", "C", "O", "C", "N", "H", "H", "H", "H", "H", "H", "H", "H", "H", "H", "H", "C", "C", "C", "O", "C", "N", "H", "H", "H", "H", "H", "H", "H", "H", "H", "H", "H", "C", "C", "C", "O", "C", "N", "H", "H", "H", "H", "H", "H", "H", "H", "H", "H", "H", "C", "C", "C", "O", "C", "N", "H", "H", "H", "H", "H", "H", "H", "H", "H", "H", "H", "C", "C", "C", "O", "C", "N", "H", "H", "H", "H", "H", "H", "H", "H", "H", "H", "H", "C", "C", "C", "O", "C", "N", "H", "H", "H", "H", "H", "H", "H", "H", "H", "H", "H", "C", "C", "C", "O", "C", "N", "H", "H", "H", "H", "H", "H", "H", "H", "H", "H", "H", "C", "C", "C", "O", "C", "N", "H", "H", "H", "H", "H", "H", "H", "H", "H", "H", "H", "C", "C", "C", "O", "C", "N", "H", "H", "H", "H", "H", "H", "H", "H", "H", "H", "H", "C", "C", "C", "O", "C", "N", "H", "H", "H", "H", "H", "H", "H", "H", "H", "H", "H"], "xyz": [[2.55, 2.92, 1.76], [0.65, 0.08, 1.69], [-0.01, 0.57, 0.55], [1.64, 1.00, 1.97], [-0.50, -0.17, 2.84], [-1.29, -1.26, 2.71], [0.06, -0.28, 4.07], [-1.25, 0.89, 2.89], [0.40, -0.01, -0.68], [0.09, 1.02, -1.71], [0.24, 0.66, -2.73], [-0.94, 1.39, -1.62], [0.75, 1.88, -1.70], [-0.09, -0.94, -0.98], [1.46, -0.20, -0.86], [1.04, -0.92, 1.53], [3.50, 5.71, 4.07], [4.27, 4.95, 3.00], [4.79, 3.59, 3.45], [3.70, 2.68, 3.55], [4.04, 1.39, 4.19], [3.53, 4.89, 1.76], [3.92, 5.36, 5.02], [2.42, 5.54, 4.14], [3.58, 6.80, 4.01], [5.22, 5.49, 2.91], [5.22, 3.67, 4.45], [5.50, 3.28, 2.69], [4.54, 1.44, 5.16], [4.72, 0.87, 3.51], [3.22, 0.67, 4.29], [4.10, 4.67, 0.96], [3.42, 5.87, 1.54], [-5.14, -1.89, 0.14], [-4.47, -0.46, -0.03], [-4.80, 0.60, 1.14], [-3.91, 1.76, 0.96], [-4.49, 2.80, 1.68], [-3.07, -0.62, -0.23], [-5.00, -2.46, -0.78], [-6.22, -1.75, 0.26], [-4.65, -2.47, 0.92], [-4.94, -0.08, -0.94], [-4.57, 0.14, 2.10], [-5.86, 0.82, 1.04], [-5.47, 3.09, 1.29], [-3.87, 3.69, 1.62], [-4.69, 2.61, 2.73], [-2.65, 0.29, -0.20], [-2.67, -1.10, 0.56], [2.96, -4.31, 1.68], [3.74, -3.16, 2.24], [4.12, -2.06, 1.16], [4.96, -2.70, 0.21], [5.43, -1.76, -0.74], [2.96, -2.62, 3.32], [3.37, -4.62, 0.72], [1.89, -4.08, 1.66], [3.17, -5.15, 2.35], [4.61, -3.63, 2.70], [4.60, -1.17, 1.55], [3.22, -1.72, 0.64], [6.04, -2.32, -1.44], [5.98, -0.92, -0.32], [4.55, -1.45, -1.30], [3.43, -1.90, 3.87], [2.20, -2.11, 2.90], [-7.37, 4.08, -6.32], [-6.06, 4.10, -5.47], [-6.08, 2.90, -4.53], [-4.82, 2.94, -3.93], [-4.57, 1.87, -3.01], [-4.92, 4.10, -6.33], [-8.32, 4.27, -5.82], [-7.32, 3.21, -6.97], [-7.27, 4.96, -6.97], [-6.00, 4.99, -4.84], [-6.27, 1.97, -5.07], [-6.97, 2.93, -3.90], [-5.34, 1.63, -2.28], [-3.63, 1.96, -2.46], [-4.45, 1.00, -3.65], [-5.05, 3.30, -6.94], [-4.19, 3.75, -5.73], [3.14, 6.26, -3.29], [2.05, 6.05, -2.27], [0.84, 7.01, -2.49], [1.30, 8.37, -2.52], [0.27, 9.36, -2.65], [1.68, 4.66, -2.23], [3.35, 7.32, -3.41], [2.75, 6.04, -4.28], [4.08, 5.73, -3.09], [2.50, 6.28, -1.31], [0.18, 6.92, -1.62], [0.27, 6.76, -3.38], [-0.43, 9.18, -3.47], [0.75, 10.33, -2.79], [-0.24, 9.37, -1.69], [1.03, 4.53, -3.00], [2.44, 4.01, -2.36], [0.95, -3.74, -5.54], [0.42, -2.47, -6.27], [0.99, -1.18, -5.64], [2.36, -1.23, -5.50], [2.88, -0.29, -4.60], [0.92, -2.52, -7.60], [0.61, -4.68, -5.99], [0.57, -3.80, -4.52], [2.03, -3.76, -5.44], [-0.67, -2.46, -6.25], [0.59, -1.29, -4.63], [0.60, -0.29, -6.13], [2.59, 0.75, -4.73], [3.96, -0.36, -4.57], [2.64, -0.50, -3.56], [1.89, -2.23, -7.53], [0.42, -1.80, -8.10], [-0.99, -3.47, 0.59], [-1.38, -4.86, 0.17], [-2.81, -5.26, 0.56], [-3.02, -5.25, 1.94], [-4.28, -5.64, 2.39], [-1.35, -5.03, -1.27], [0.03, -3.40, 0.98], [-1.60, -3.11, 1.41], [-1.13, -2.74, -0.21], [-0.71, -5.53, 0.70], [-2.98, -6.24, 0.11], [-3.61, -4.70, 0.08], [-4.32, -5.60, 3.48], [-4.40, -6.67, 2.06], [-5.05, -4.92, 2.10], [-1.90, -4.34, -1.76], [-0.38, -5.00, -1.53], [0.55, 2.64, -5.10], [-0.13, 3.81, -5.75], [-1.24, 3.53, -6.70], [-0.71, 3.00, -7.87], [-1.70, 2.95, -8.91], [-0.66, 4.63, -4.65], [0.87, 1.99, -5.92], [-0.23, 2.01, -4.67], [1.39, 2.94, -4.47], [0.67, 4.35, -6.26], [-1.88, 4.40, -6.89], [-1.88, 2.77, -6.24], [-2.72, 2.65, -8.65], [-1.37, 2.36, -9.77], [-1.88, 3.99, -9.21], [-1.42, 4.12, -4.24], [-1.06, 5.51, -4.93], [2.16, -7.47, -0.71], [2.45, -7.08, -2.17], [2.67, -5.59, -2.31], [1.54, -4.81, -1.90], [1.80, -3.43, -1.92], [3.50, -7.96, -2.69], [1.25, -6.99, -0.36], [3.07, -7.27, -0.15], [1.92, -8.53, -0.61], [1.56, -7.27, -2.77], [2.87, -5.31, -3.34], [3.57, -5.34, -1.75], [2.66, -3.22, -1.29], [0.90, -2.88, -1.62], [2.12, -3.12, -2.92], [3.66, -7.78, -3.67], [3.24, -8.93, -2.77], [-3.69, -5.48, 7.21], [-2.31, -4.93, 7.47], [-1.75, -4.04, 6.37], [-0.95, -4.76, 5.43], [-0.85, -4.22, 4.14], [-2.54, -4.08, 8.57], [-4.15, -6.08, 7.99], [-3.58, -6.19, 6.39], [-4.44, -4.75, 6.90], [-1.62, -5.73, 7.71], [-1.14, -3.27, 6.85], [-2.54, -3.47, 5.88], [-0.29, -3.29, 4.11], [-1.81, -3.96, 3.68], [-0.45, -4.99, 3.48], [-1.73, -3.54, 8.82], [-3.20, -3.44, 8.15], [3.57, -3.21, 7.33], [2.13, -3.29, 6.75], [1.60, -1.91, 6.30], [1.26, -1.18, 7.42], [0.59, 0.05, 7.21], [1.96, -4.37, 5.77], [3.99, -4.07, 7.85], [3.63, -2.39, 8.04], [4.18, -2.91, 6.48], [1.41, -3.46, 7.55], [0.68, -2.07, 5.74], [2.28, -1.36, 5.64], [1.22, 0.75, 6.65], [0.45, 0.53, 8.18], [-0.40, -0.02, 6.76], [2.56, -4.18, 4.98], [1.09, -4.30, 5.26], [-1.08, 4.57, 0.21], [0.22, 4.46, 1.00], [-0.14, 4.11, 2.55], [1.06, 3.62, 3.19], [0.83, 3.37, 4.63], [1.04, 3.52, 0.30], [-0.94, 4.52, -0.87], [-1.72, 5.41, 0.48], [-1.68, 3.66, 0.26], [0.77, 5.40, 1.05], [-0.94, 3.37, 2.58], [-0.50, 5.02, 3.02], [1.75, 3.06, 5.13], [0.05, 2.63, 4.85], [0.51, 4.29, 5.10], [1.16, 3.88, -0.64], [0.45, 2.70, 0.20]], "lowdin_charge": [0.838, -0.369, -0.105, -0.217, -0.527, 0.126, 0.107, 0.167, -0.256, -0.072, 0.063, 0.080, 0.059, 0.097, 0.119, 0.121, -0.017, -0.404, -0.163, -0.257, -0.014, 0.060, 0.092, 0.068, 0.090, 0.150, 0.142, 0.137, 0.105, 0.089, 0.075, 0.101, 0.118, -0.037, -0.406, -0.129, -0.203, -0.159, 0.064, 0.071, 0.074, 0.060, 0.102, 0.124, 0.119, 0.087, 0.074, 0.090, 0.048, 0.050, -0.042, -0.403, -0.178, -0.198, -0.103, 0.060, 0.069, 0.063, 0.091, 0.144, 0.108, 0.102, 0.095, 0.085, 0.071, 0.061, 0.057, -0.050, -0.453, -0.237, -0.203, -0.081, 0.051, 0.078, 0.076, 0.073, 0.139, 0.127, 0.130, 0.076, 0.075, 0.091, 0.070, 0.042, -0.057, -0.427, -0.158, -0.208, -0.083, 0.034, 0.079, 0.085, 0.081, 0.120, 0.112, 0.103, 0.087, 0.090, 0.083, 0.041, 0.089, -0.053, -0.410, -0.227, -0.166, -0.109, 0.034, 0.081, 0.057, 0.072, 0.141, 0.111, 0.117, 0.068, 0.094, 0.066, 0.071, 0.072, -0.059, -0.404, -0.215, -0.209, -0.097, 0.059, 0.056, 0.050, 0.055, 0.138, 0.121, 0.114, 0.082, 0.097, 0.083, 0.080, 0.035, -0.067, -0.426, -0.261, -0.164, -0.073, 0.045, 0.072, 0.081, 0.071, 0.148, 0.125, 0.127, 0.078, 0.091, 0.087, 0.074, 0.078, -0.045, -0.438, -0.185, -0.217, -0.092, 0.035, 0.066, 0.081, 0.076, 0.134, 0.120, 0.125, 0.072, 0.073, 0.072, 0.066, 0.074, -0.071, -0.459, -0.180, -0.182, -0.124, 0.023, 0.082, 0.075, 0.079, 0.153, 0.106, 0.127, 0.061, 0.070, 0.102, 0.074, 0.072, -0.040, -0.395, -0.241, -0.176, -0.100, 0.065, 0.076, 0.069, 0.063, 0.126, 0.093, 0.096, 0.068, 0.089, 0.084, 0.033, 0.015, -0.045, -0.372, -0.096, -0.282, -0.034, 0.036, 0.073, 0.092, 0.075, 0.126, 0.117, 0.130, 0.083, 0.092, 0.092, 0.021, 0.057], "gap_ev": 6.657, "e_homo_ev": -9.9461, "de_lowest_kj_mol": 457.69, "lumo_energy_ha": -0.1209, "total_energy_ev": -159264.6509, "total_charge": 1}